#one
Computed, not measured: the molecule C5H4S, with wB97M-V/def2-TZVPD.

Last column: natural (NBO) charge in e.
Geometry (Å):
C -0.967 -3.087 -1.473  -0.169
C -0.372 -2.201 -0.876  -0.073
C 0.020 -0.973 -0.335  -0.090
C 0.417 0.110 0.012  0.068
C 0.757 1.415 0.603  -0.590
S -0.702 2.500 0.512  0.001
H -1.396 -4.026 -1.760  0.242
H 1.110 1.297 1.617  0.250
H 1.558 1.853 0.031  0.239
H -0.426 3.113 1.668  0.122

Values from the calculation:
Kohn-Sham gap: 9.93 eV
SMILES: C#CC#CCS
lowest unoccupied orbital energy: 0.6 eV

#two
Computed, not measured: the molecule C5H4S, with wB97M-V/def2-TZVPD.

Last column: natural (NBO) charge in e.
Geometry (Å):
C -2.353 -0.901 0.010  -0.254
C -1.009 -0.617 -0.210  -0.002
C 0.229 0.210 0.156  -0.478
S 0.034 2.109 -0.110  -0.031
C 1.523 -0.149 -0.131  -0.048
C 2.635 -0.738 -0.019  -0.177
H -3.397 -1.219 -0.500  0.279
H 0.110 0.244 1.358  0.310
H -1.339 2.133 -0.008  0.146
H 3.567 -1.072 -0.546  0.255

Values from the calculation:
Kohn-Sham gap: 9.48 eV
SMILES: C#CC(S)C#C
lowest unoccupied orbital energy: 0.1 eV

#one ends up most stable, edging out the next structure by 311.0 kJ/mol.

#one
Computed, not measured: the molecule C2H3FO2S, with wB97M-V/def2-TZVPD.

Last column: natural (NBO) charge in e.
Geometry (Å):
O 0.698 2.049 0.250  -0.487
C 1.104 0.922 0.192  0.415
C 0.378 -0.320 -0.185  -0.198
O -0.865 -0.206 -0.841  -0.641
S -2.102 0.237 0.137  0.865
F -2.703 -1.340 0.341  -0.501
H 2.116 0.504 0.317  0.098
H 1.198 -0.744 -0.862  0.215
H 0.176 -1.101 0.652  0.234

Values from the calculation:
Kohn-Sham gap: 9.79 eV
SMILES: O=CCOSF
lowest unoccupied orbital energy: 0.2 eV

#two
Computed, not measured: the molecule C2H3FO2S, with wB97M-V/def2-TZVPD.

Last column: natural (NBO) charge in e.
Geometry (Å):
C -1.527 -0.347 0.126  -0.325
C -0.491 0.252 -0.379  -0.455
S 1.165 -0.218 0.065  2.305
O 1.380 -0.728 1.325  -0.837
O 1.888 -0.654 -1.100  -0.831
F 1.642 1.667 0.223  -0.597
H -2.474 0.087 -0.094  0.242
H -1.139 -1.145 0.857  0.241
H -0.444 1.085 -1.023  0.258

Values from the calculation:
Kohn-Sham gap: 11.75 eV
SMILES: C=CS(=O)(=O)F
lowest unoccupied orbital energy: -0.3 eV

#one ends up most stable, edging out the next structure by 19.3 kJ/mol.

#one
Computed, not measured: a cluster of 2 separate species, C2H3FO2S in total, with wB97M-V/def2-TZVPD.

Last column: natural (NBO) charge in e.
Geometry (Å):
C 2.511 0.237 0.304  -0.811
C 1.641 -0.723 0.190  0.731
O 0.871 -1.569 0.229  -0.442
H 3.360 0.374 -0.295  0.258
H 2.464 0.733 1.265  0.261
O -2.792 0.696 -1.225  -0.833
S -2.035 0.432 0.206  0.832
F -2.314 -1.233 0.456  -0.492
H -3.705 1.053 -1.130  0.497

Values from the calculation:
Kohn-Sham gap: 9.55 eV
SMILES: C=C=O.OSF
lowest unoccupied orbital energy: 0.3 eV

#two
Computed, not measured: the molecule C2H3FO2S, with wB97M-V/def2-TZVPD.

Last column: natural (NBO) charge in e.
Geometry (Å):
O 2.461 -0.751 -1.135  -0.851
S 1.149 -0.279 -0.982  2.042
O 0.320 -0.331 -2.130  -0.862
C 0.361 -0.510 0.559  -0.598
C -1.105 0.230 0.542  0.033
F -0.892 1.459 1.104  -0.371
H 1.032 -0.145 1.313  0.233
H -1.763 -0.241 1.115  0.170
H -1.562 0.568 -0.387  0.203

Values from the calculation:
Kohn-Sham gap (spin up / spin down): 8.71 / 8.71 eV
SMILES: O=S(=O)=CCF
lowest unoccupied orbital energy (spin up / spin down): -1.5 / -1.5 eV

#three
Computed, not measured: the molecule C2H3FO2S, with wB97M-V/def2-TZVPD.

Last column: natural (NBO) charge in e.
Geometry (Å):
O -1.656 -1.412 -0.675  -0.887
S -1.045 -0.314 -0.007  2.111
O -1.857 0.500 0.875  -0.888
C 0.591 -0.492 0.570  -0.761
C 0.367 0.589 -0.632  0.007
F 0.369 1.775 -0.250  -0.288
H 1.391 -1.081 0.112  0.257
H 0.915 -0.004 1.487  0.260
H 0.927 0.439 -1.482  0.187

Values from the calculation:
Kohn-Sham gap: 11.19 eV
SMILES: O=S1(=O)C[C@@H]1F
lowest unoccupied orbital energy: 0.5 eV

#one ends up most stable, edging out the next structure by 98.5 kJ/mol.

#one
Computed, not measured: the molecule C2H3FO2S, with wB97M-V/def2-TZVPD.

Last column: natural (NBO) charge in e.
Geometry (Å):
C -0.644 0.150 0.726  -0.646
C 1.775 -0.185 -0.211  0.057
O 1.154 2.150 0.832  -0.901
O 1.289 0.311 2.518  -0.882
F 2.012 -1.453 0.065  -0.312
S 0.870 0.800 1.230  2.080
H -1.337 0.655 0.158  0.219
H -0.976 -0.742 1.003  0.208
H 1.621 -0.167 -1.290  0.178

Values from the calculation:
Kohn-Sham gap (spin up / spin down): 7.95 / 9.41 eV
lowest unoccupied orbital energy (spin up / spin down): -1.7 / -0.9 eV

#two
Computed, not measured: a structure of composition C2H3FO2S, with wB97M-V/def2-TZVPD.

Last column: natural (NBO) charge in e.
Geometry (Å):
C 1.458 -0.602 -0.073  0.776
C 0.084 -0.130 0.069  -0.721
O 2.394 0.348 0.009  -0.643
O 1.855 -1.722 -0.070  -0.586
F 4.789 1.036 0.105  -0.483
S 3.884 -0.355 -0.047  0.896
H -0.360 -0.199 -1.007  0.251
H 0.127 0.913 0.150  0.246
H -0.506 -0.750 0.778  0.265

Values from the calculation:
Kohn-Sham gap: 9.95 eV
lowest unoccupied orbital energy: 0.7 eV

#two ends up most stable, edging out the next structure by 382.7 kJ/mol.

#one
Computed, not measured: the ion C7H18N3 with charge +1, with wB97M-V/def2-TZVPD.

Last column: natural (NBO) charge in e.
Geometry (Å):
C -1.597 1.903 -1.541  -0.613
C -0.258 1.226 -1.809  -0.425
C 0.072 -0.059 -0.994  -0.067
N -1.063 -0.847 -0.523  -0.630
C -1.711 -0.430 0.705  -0.251
C -0.705 -0.548 1.820  -0.235
N 0.435 0.396 1.494  -0.505
C 1.104 0.185 0.137  -0.042
C 2.210 -0.865 0.271  -0.240
N 1.739 -2.146 0.771  -0.864
H -1.697 2.253 -0.510  0.187
H -2.449 1.248 -1.742  0.211
H -1.706 2.775 -2.187  0.240
H -0.204 0.959 -2.868  0.226
H 0.545 1.956 -1.661  0.204
H 0.608 -0.725 -1.679  0.221
H -1.730 -0.998 -1.267  0.389
H -2.549 -1.101 0.903  0.244
H -2.133 0.588 0.684  0.178
H -1.095 -0.251 2.793  0.226
H -0.258 -1.538 1.844  0.268
H 0.078 1.352 1.539  0.428
H 1.153 0.316 2.215  0.434
H 1.586 1.143 -0.070  0.226
H 2.675 -0.925 -0.720  0.213
H 2.985 -0.481 0.942  0.203
H 1.566 -2.825 0.041  0.387
H 2.400 -2.564 1.413  0.384

Values from the calculation:
Kohn-Sham gap: 9.56 eV
charge: +1
SMILES: CC[C@@H]1NCC[NH2+][C@H]1CN
lowest unoccupied orbital energy: -3.0 eV

#two
Computed, not measured: the ion C7H18N3 with charge +1, with wB97M-V/def2-TZVPD.

Last column: natural (NBO) charge in e.
Geometry (Å):
C 1.106 0.243 2.414  -0.418
N 0.015 -0.480 1.541  -0.466
C -0.247 -1.681 2.294  -0.424
C -1.129 0.449 1.400  -0.245
C -2.163 -0.102 0.290  -0.211
N -1.447 -0.071 -1.054  -0.547
C -0.204 0.109 -1.078  0.304
N 0.503 0.481 -2.104  -0.365
C -0.157 0.553 -3.439  -0.433
C 1.966 0.443 -1.849  -0.409
H 1.226 1.287 2.053  0.206
H 0.945 0.299 3.431  0.206
H 2.034 -0.444 2.215  0.219
H -1.219 -2.061 1.846  0.198
H 0.473 -2.409 1.965  0.224
H -0.361 -1.517 3.435  0.210
H -0.748 1.399 1.102  0.216
H -1.715 0.542 2.332  0.224
H -2.503 -1.090 0.382  0.221
H -2.941 0.659 0.032  0.227
H -2.035 0.282 -1.791  0.404
H 0.429 -0.307 0.024  0.320
H 0.459 0.763 -4.281  0.249
H -0.830 -0.259 -3.639  0.217
H -0.903 1.450 -3.292  0.204
H 2.558 0.773 -2.671  0.234
H 2.286 0.805 -0.851  0.230
H 2.131 -0.665 -1.823  0.205

Values from the calculation:
Kohn-Sham gap: 10.45 eV
charge: +1
SMILES: CN(C)CCNC=[N+](C)C
lowest unoccupied orbital energy: -2.5 eV

#one ends up most stable, edging out the next structure by 251.9 kJ/mol.